# 1
{"formula": "C55H121Br2N11O2", "method": "the ωB97M-V functional and the def2-TZVPD basis", "total_charge": 6, "e_lumo_ev": -9.4189, "elements": ["C", "C", "N", "C", "C", "N", "C", "C", "H", "H", "H", "H", "H", "H", "H", "H", "H", "H", "H", "C", "C", "N", "C", "C", "N", "C", "C", "H", "H", "H", "H", "H", "H", "H", "H", "H", "H", "H", "C", "C", "N", "C", "C", "N", "C", "C", "H", "H", "H", "H", "H", "H", "H", "H", "H", "H", "H", "C", "C", "C", "C", "N", "C", "C", "C", "C", "C", "H", "H", "H", "H", "H", "H", "H", "H", "H", "H", "H", "H", "H", "H", "H", "H", "H", "H", "H", "H", "C", "C", "C", "C", "N", "C", "C", "C", "C", "C", "H", "H", "H", "H", "H", "H", "H", "H", "H", "H", "H", "H", "H", "H", "H", "H", "H", "H", "H", "H", "C", "C", "C", "C", "N", "C", "C", "C", "C", "C", "H", "H", "H", "H", "H", "H", "H", "H", "H", "H", "H", "H", "H", "H", "H", "H", "H", "H", "H", "H", "C", "N", "C", "C", "C", "C", "O", "H", "H", "H", "H", "H", "H", "H", "H", "H", "H", "H", "H", "H", "H", "C", "N", "C", "C", "C", "C", "O", "H", "H", "H", "H", "H", "H", "H", "H", "H", "H", "H", "H", "H", "H", "Br", "Br"], "coordinates": [[-17.3505, -24.5845, 36.6506], [-17.6305, -24.2871, 38.1750], [-16.4251, -23.8586, 38.8717], [-15.3812, -24.6272, 39.3584], [-14.3813, -23.7746, 39.8812], [-14.7285, -22.4939, 39.5425], [-15.9515, -22.5427, 38.9091], [-13.9484, -21.3496, 39.8404], [-16.4218, -25.1502, 36.5764], [-17.2441, -23.6514, 36.0973], [-18.2727, -25.0819, 36.3500], [-18.1097, -25.1187, 38.6916], [-18.4170, -23.5368, 38.2558], [-15.4983, -25.6927, 39.4899], [-13.4607, -23.9799, 40.4074], [-16.6058, -21.7379, 38.6079], [-13.0606, -21.2968, 39.2103], [-13.7207, -21.4089, 40.9047], [-14.6534, -20.5286, 39.7100], [-34.3255, -31.0983, 28.5631], [-33.4581, -32.2290, 28.9402], [-32.2488, -32.4975, 28.1414], [-32.2498, -32.8231, 26.7815], [-30.9137, -32.9853, 26.3778], [-30.0901, -32.6735, 27.4762], [-30.9651, -32.2704, 28.4694], [-28.6526, -32.5672, 27.4907], [-35.3024, -30.9750, 29.0307], [-34.5352, -31.2966, 27.5120], [-33.8742, -30.1068, 28.6000], [-34.0639, -33.1322, 28.8669], [-33.2202, -32.2333, 30.0039], [-33.1919, -33.0631, 26.3111], [-30.5050, -33.3266, 25.4382], [-30.6773, -31.9008, 29.4425], [-28.3092, -32.4657, 28.5203], [-28.3797, -31.7289, 26.8498], [-28.3462, -33.5047, 27.0267], [-16.9112, -23.5954, 28.2801], [-15.8681, -23.1311, 29.3464], [-14.4671, -23.1259, 28.8860], [-13.5926, -22.0610, 28.8458], [-12.3247, -22.5589, 28.5086], [-12.5406, -23.8807, 28.0740], [-13.7575, -24.2546, 28.4638], [-11.5262, -24.8362, 27.5251], [-17.5235, -22.7851, 27.8845], [-17.6659, -24.3214, 28.5827], [-16.4020, -23.9185, 27.3721], [-15.9828, -23.7068, 30.2649], [-16.1769, -22.1588, 29.7304], [-13.9491, -21.0526, 28.9958], [-11.4408, -22.0032, 28.2325], [-14.2146, -25.2239, 28.3296], [-11.6891, -25.0123, 26.4618], [-11.6132, -25.8652, 27.8737], [-10.5389, -24.4313, 27.7473], [-27.5527, -22.7570, 33.9967], [-27.6714, -23.2328, 32.4705], [-26.2699, -23.4665, 31.8144], [-25.6171, -24.7735, 32.2915], [-24.4154, -25.2823, 31.3773], [-24.9589, -25.9587, 30.1143], [-24.7887, -27.4927, 30.3637], [-23.5458, -27.5971, 31.3614], [-23.4718, -26.3054, 32.0539], [-23.5143, -24.0605, 30.9040], [-27.2298, -21.7260, 34.1413], [-26.7687, -23.3391, 34.4811], [-28.5060, -22.8634, 34.5144], [-28.2375, -22.5040, 31.8905], [-28.2392, -24.1450, 32.2875], [-25.6082, -22.6332, 32.0510], [-26.3190, -23.5937, 30.7329], [-26.2781, -25.6256, 32.1332], [-25.2715, -24.6156, 33.3132], [-24.3220, -25.7217, 29.2621], [-25.9429, -25.5469, 29.8901], [-24.5261, -27.9874, 29.4285], [-25.6936, -27.9259, 30.7898], [-22.6485, -27.8063, 30.7790], [-23.6778, -28.3870, 32.1007], [-22.4436, -25.9519, 32.1316], [-23.8116, -26.4087, 33.0844], [-23.1052, -23.8273, 31.8871], [-24.1562, -23.3471, 30.3871], [-22.7320, -24.5248, 30.3036], [-21.7458, -17.1861, 32.2527], [-20.9442, -18.2681, 31.3837], [-20.1517, -17.7161, 30.1679], [-21.0186, -17.0445, 29.0413], [-20.2716, -16.8311, 27.6774], [-19.6589, -18.1214, 27.0515], [-18.1966, -17.9609, 26.8784], [-18.0826, -16.3956, 26.8892], [-19.0786, -15.9015, 27.8554], [-21.2980, -16.1883, 26.6586], [-21.1504, -16.8103, 33.0847], [-22.6698, -17.7054, 32.5071], [-21.9841, -16.3974, 31.5391], [-21.5452, -19.0909, 30.9965], [-20.2235, -18.8332, 31.9747], [-19.3640, -18.3725, 29.7982], [-19.6270, -16.8937, 30.6541], [-21.5289, -16.1019, 29.2390], [-21.8462, -17.7338, 28.8736], [-20.0365, -18.4146, 26.0719], [-19.9351, -18.9097, 27.7518], [-17.9661, -18.3953, 25.9057], [-17.5811, -18.4811, 27.6123], [-18.3822, -16.0577, 25.8972], [-17.0636, -16.0323, 27.0224], [-19.3391, -14.8696, 27.6198], [-18.7515, -16.0874, 28.8784], [-20.8403, -16.3069, 25.6765], [-21.6654, -15.1927, 26.9075], [-22.1909, -16.8094, 26.7297], [-24.2145, -17.9535, 39.8927], [-23.5825, -18.3798, 41.2126], [-23.9036, -17.4975, 42.4472], [-22.9228, -16.3392, 42.5233], [-22.7001, -15.7074, 43.9663], [-21.4878, -14.6615, 44.0887], [-20.6361, -15.0571, 45.3358], [-21.5613, -16.0231, 46.0379], [-22.2427, -16.7958, 44.9429], [-24.0239, -14.9904, 44.4253], [-25.2748, -17.7243, 39.9991], [-24.1801, -18.7882, 39.1925], [-23.7082, -17.1189, 39.4078], [-22.5281, -18.5798, 41.0220], [-24.1405, -19.2900, 41.4322], [-23.6617, -18.0828, 43.3344], [-24.9500, -17.1923, 42.4552], [-23.1761, -15.5395, 41.8273], [-21.9347, -16.6478, 42.1822], [-21.9329, -13.6867, 44.2881], [-21.0621, -14.6897, 43.0857], [-20.2722, -14.3136, 46.0449], [-19.7403, -15.4794, 44.8807], [-22.2416, -15.3656, 46.5791], [-20.9434, -16.5851, 46.7382], [-22.9886, -17.4811, 45.3456], [-21.5605, -17.3984, 44.3432], [-23.9938, -15.0120, 45.5146], [-24.8799, -15.5953, 44.1262], [-24.0815, -13.9690, 44.0493], [-19.9258, -29.6757, 23.3545], [-20.5052, -29.7342, 24.7689], [-19.6129, -30.5552, 25.7113], [-20.6423, -28.3060, 25.2998], [-21.8066, -30.6028, 24.7537], [-22.8383, -30.2195, 23.6554], [-22.6648, -30.9062, 22.3996], [-19.7462, -30.7066, 23.0493], [-18.9585, -29.2014, 23.5203], [-20.5839, -29.2262, 22.6109], [-19.8794, -30.4369, 26.7615], [-18.6910, -29.9798, 25.7955], [-19.5834, -31.6116, 25.4443], [-21.4470, -27.9777, 24.6420], [-19.7778, -27.6447, 25.2425], [-21.0048, -28.2788, 26.3274], [-22.2742, -30.6292, 25.7379], [-21.5074, -31.6415, 24.6137], [-22.8607, -29.1398, 23.5081], [-23.8291, -30.4629, 24.0390], [-22.7978, -30.2291, 21.7321], [-19.7863, -32.2209, 34.5927], [-19.3479, -31.6994, 35.9959], [-19.8068, -32.7067, 37.0158], [-17.7856, -31.7027, 36.1378], [-19.8748, -30.2997, 36.3727], [-21.3718, -30.1390, 36.7525], [-22.2529, -30.6990, 35.8311], [-19.2450, -33.0866, 34.2112], [-19.6375, -31.3796, 33.9157], [-20.8727, -32.3028, 34.6250], [-20.8860, -32.6723, 36.8670], [-19.4358, -32.4215, 38.0003], [-19.4247, -33.6196, 36.5590], [-17.4469, -31.0628, 35.3230], [-17.5070, -32.7259, 35.8858], [-17.5132, -31.2630, 37.0973], [-19.6298, -29.6816, 35.5090], [-19.2795, -29.9985, 37.2347], [-21.6141, -29.0775, 36.8023], [-21.4498, -30.3601, 37.8170], [-22.5953, -31.5344, 36.1573], [-29.9479, -27.3531, 30.2249], [-23.1382, -22.4712, 25.8060]], "forces_ev_per_angstrom": [[-0.5, 0.5, 1.9], [-0.3, 0.0, -1.2], [3.0, 2.8, 0.3], [0.6, 0.8, 1.7], [-1.7, -1.3, -1.6], [-3.2, -2.6, -1.5], [0.0, -1.8, 1.0], [-0.3, 1.3, 0.6], [-0.4, -0.3, -0.3], [0.0, 0.0, 0.1], [0.4, -0.3, -0.6], [0.7, -0.3, 0.0], [0.4, 0.5, 0.1], [0.2, 0.1, -0.1], [-0.1, -0.2, -0.1], [0.5, 0.3, 0.0], [-0.1, 0.2, 0.1], [0.4, 0.2, -0.1], [0.7, 0.5, -0.1], [-0.1, 1.5, -2.0], [-0.5, -1.7, 2.0], [1.8, 1.4, -1.7], [1.8, -1.0, 0.3], [-1.5, 0.3, 1.2], [-4.5, 1.3, 0.9], [0.6, -1.1, -0.1], [-0.2, -0.4, -0.6], [0.3, -0.7, 0.5], [-0.4, 0.5, -0.3], [0.4, -0.1, 0.1], [0.1, -0.2, -0.3], [0.7, 0.2, -0.1], [0.3, 0.1, -0.3], [-0.1, 0.1, 0.1], [0.2, 0.0, -0.1], [0.1, 0.0, -0.3], [0.3, 0.0, 0.3], [0.7, 0.1, 0.2], [0.3, 0.6, -0.6], [-1.5, -0.2, 0.1], [1.4, -1.7, -0.6], [1.3, -1.1, 0.0], [-2.3, 0.4, -1.6], [0.1, -0.6, 1.9], [-1.5, 2.2, -0.3], [0.0, 0.1, -0.3], [0.2, 0.4, 0.3], [0.6, -0.3, 0.4], [0.1, -0.5, 0.1], [0.5, -0.5, -0.2], [0.7, 0.4, -0.5], [0.3, -0.1, 0.3], [0.0, -0.2, 0.2], [0.2, 0.1, 0.1], [0.1, 0.9, -0.2], [-0.2, 0.4, 1.0], [-0.1, -0.2, -0.2], [0.0, -0.8, -1.4], [0.8, 0.4, 0.5], [0.0, -0.5, 0.0], [0.5, -0.3, -0.8], [1.1, 1.6, -1.1], [0.7, -1.0, 0.3], [0.3, 0.7, 0.7], [-1.3, -1.1, -1.7], [-0.7, 1.5, 1.3], [-1.0, -2.3, 1.5], [-0.1, 0.2, -0.6], [-0.3, -0.3, 0.3], [0.2, -0.2, 0.0], [0.3, 0.2, 0.0], [-0.1, -0.2, 0.7], [0.0, 0.1, -0.1], [-0.5, 0.6, -0.2], [-0.4, 0.1, 0.8], [0.2, -0.7, -0.1], [0.1, 0.4, 0.2], [-0.1, -0.5, 0.2], [-0.4, 0.0, 0.1], [0.1, -0.1, -0.1], [0.0, 0.0, 0.0], [0.0, -0.2, -0.3], [-0.2, 0.5, -0.3], [-0.2, 0.2, 0.0], [0.1, 1.2, -0.4], [0.5, 0.0, 0.2], [-0.2, 0.4, -0.3], [0.8, -1.7, -2.1], [0.1, -0.3, -0.5], [-0.2, 2.5, 0.8], [0.3, -1.6, -0.7], [-1.2, 0.9, -0.6], [-1.5, -1.0, 1.2], [0.7, 1.2, -0.2], [1.3, -1.2, -1.6], [-0.4, -0.4, 0.7], [0.2, -1.6, 0.8], [-0.3, -0.1, -0.1], [0.0, 0.5, 0.6], [-0.2, 0.3, 0.4], [-0.8, 0.2, 0.1], [0.2, 0.3, 0.3], [-0.4, -0.3, -0.2], [0.6, 0.2, -0.2], [0.6, 0.2, 0.4], [0.0, -0.1, -0.6], [-1.0, 0.7, 0.3], [-0.1, -0.1, -0.2], [0.4, 0.3, 0.1], [-0.1, 0.3, 0.3], [0.1, 0.0, -0.2], [-0.1, 0.0, 0.3], [-0.2, -0.1, 0.6], [0.0, 0.6, 0.0], [-0.2, 0.4, 0.1], [0.9, 0.1, 0.2], [0.2, -0.3, -0.3], [0.0, 0.3, -0.3], [-1.7, -0.1, -0.1], [1.6, 0.0, 0.1], [0.6, 1.4, 0.4], [-1.0, 0.3, 0.0], [-1.3, 0.3, 0.2], [0.3, -0.4, -2.0], [1.2, 0.3, 0.2], [-0.1, 0.1, 0.1], [1.0, -1.3, 0.3], [0.0, 0.2, 0.1], [0.1, 0.0, 0.0], [-0.1, 0.2, 0.1], [0.1, -0.1, 0.6], [0.6, -0.5, 0.1], [-0.5, -0.3, 0.0], [0.1, 0.0, 0.0], [-0.2, 0.3, 0.4], [0.1, -0.2, 0.4], [-0.2, -0.1, -0.5], [0.5, 0.2, 0.4], [-0.5, 0.6, -0.6], [0.1, -0.6, 0.6], [-0.3, -0.6, 0.3], [-0.6, -0.4, 0.1], [-0.6, 0.4, -0.4], [0.3, 0.0, 0.2], [-0.1, 0.3, -0.1], [0.2, 0.1, -0.2], [0.2, -0.3, -0.1], [0.7, -0.9, 1.2], [0.0, -1.5, 1.1], [0.5, 1.7, 0.1], [-1.8, -0.8, -0.6], [-0.6, 0.6, -1.1], [0.0, -0.3, 0.1], [0.5, 0.7, 1.3], [-0.1, 0.0, 0.0], [-0.2, 0.3, -0.6], [0.1, 0.3, 0.5], [-1.2, -0.2, -0.2], [0.7, -0.7, -0.9], [0.4, 0.4, -0.2], [0.2, 0.9, 0.3], [0.3, -0.7, -0.5], [0.0, -0.4, -0.1], [0.2, 0.7, 0.1], [0.3, 0.2, -0.4], [0.1, 0.1, 0.0], [0.0, -0.1, 0.2], [-0.1, -0.2, -0.5], [-0.2, 2.1, 0.6], [1.0, -0.3, 0.6], [-0.5, 0.4, -1.8], [-1.8, 0.6, -1.8], [0.0, -0.3, -0.8], [1.1, 0.6, 0.4], [0.0, -0.5, 0.0], [0.0, 0.0, 0.7], [0.3, -0.1, -0.1], [0.2, -0.6, 0.1], [0.0, -0.5, 0.9], [-0.2, -0.4, -0.1], [-0.1, -0.4, 1.0], [0.3, 0.1, 0.1], [0.4, 0.1, 0.7], [0.0, -0.6, -0.1], [0.1, 0.1, 0.1], [0.0, 0.1, -0.1], [0.5, 0.3, -0.4], [-0.6, -1.1, -0.1], [-0.3, -0.1, 0.1], [0.5, -0.2, 0.1], [0.4, -0.1, 0.5]]}

***

# 2
{"formula": "C2H8N2S", "method": "the ωB97M-V functional and the def2-TZVPD basis", "total_charge": 0, "smiles": "CCN(N)S", "e_lumo_ev": 0.8734, "elements": ["C", "C", "N", "N", "S", "H", "H", "H", "H", "H", "H", "H", "H"], "coordinates": [[0.5498, -1.1533, -0.2848], [0.8518, 0.3170, 0.0654], [-0.0295, 1.3284, -0.3438], [-0.8692, 1.6951, 0.9356], [-0.6906, 1.1345, -1.7901], [-0.5002, -1.4476, -0.0288], [0.4898, -1.4250, -1.2867], [1.2493, -1.6455, 0.2467], [0.8981, 0.2509, 1.1156], [1.8716, 0.4760, -0.3627], [-1.1080, 2.7064, 0.7464], [-1.7324, 1.1808, 0.9398], [-1.3873, 0.0055, -1.4229]], "forces_ev_per_angstrom": [[-3.9, 2.1, -0.2], [2.1, -2.3, -1.3], [-0.7, 1.9, 4.2], [1.4, 1.8, -2.6], [-1.9, -0.5, -1.2], [0.8, 0.1, 0.8], [0.9, -0.2, -2.1], [2.1, -2.3, 1.6], [0.3, 0.8, 1.2], [-0.5, 0.3, 0.4], [0.2, -1.5, 0.4], [-0.6, -0.4, -0.4], [-0.1, 0.3, -0.9]]}

***

# 3
{"formula": "C9H14", "method": "the ωB97M-V functional and the def2-TZVPD basis", "total_charge": 0, "smiles": "Cc1ccccc1.CC", "e_lumo_ev": 1.0359, "elements": ["C", "C", "C", "C", "C", "C", "C", "H", "H", "H", "H", "H", "H", "H", "H", "C", "C", "H", "H", "H", "H", "H", "H"], "coordinates": [[1.2505, -2.1344, 0.5181], [0.8138, -0.7832, 1.0040], [0.1859, 0.1500, 0.1901], [0.0187, 1.4775, 0.5883], [0.4190, 1.8624, 1.8567], [0.8937, 0.8993, 2.7411], [1.0575, -0.4224, 2.3333], [1.0742, -2.8766, 1.2986], [2.2877, -2.1396, 0.1864], [0.6609, -2.5171, -0.3221], [-0.0469, -0.0771, -0.8417], [-0.3837, 2.1427, -0.1642], [0.1877, 2.8249, 2.3001], [1.1426, 1.1384, 3.7663], [1.6615, -1.0802, 2.9198], [-2.1609, 0.4449, -3.6928], [-1.5536, -0.8909, -3.3057], [-2.5096, 0.4772, -4.7254], [-2.8712, 0.8446, -2.9747], [-1.3685, 1.2049, -3.6964], [-2.2340, -1.6170, -2.8740], [-0.7619, -0.7263, -2.5815], [-1.0808, -1.4381, -4.1215]], "forces_ev_per_angstrom": [[-0.8, -0.5, -0.2], [-0.4, 0.0, 0.4], [0.6, 0.5, -0.3], [0.1, -0.6, -0.2], [-0.8, -0.1, 0.9], [-0.1, -0.6, -0.1], [0.9, 0.9, -1.1], [0.4, 0.0, 0.1], [0.1, 0.0, 0.2], [0.0, 0.4, -0.1], [0.0, -0.2, 0.1], [-0.1, 0.3, 0.3], [0.3, 0.2, -0.5], [0.0, 0.3, 0.0], [-0.1, -0.5, 0.6], [0.9, 0.7, -0.4], [0.3, -0.4, 0.1], [-0.6, -0.2, 0.2], [-0.4, -0.3, -0.1], [0.1, -0.1, 0.0], [-0.4, 0.1, 0.2], [0.0, -0.1, 0.2], [0.0, 0.3, -0.3]]}

***

# 4
{"formula": "C2H3N2O3", "method": "the ωB97M-V functional and the def2-TZVPD basis", "total_charge": 1, "e_lumo_ev": [-6.6073, -6.6038], "elements": ["C", "C", "N", "N", "O", "O", "O", "H", "H", "H"], "coordinates": [[-0.1994, 0.8955, 0.1395], [-4.2824, 0.1584, 0.2238], [0.5224, -0.1878, 0.2084], [0.2624, 2.1831, -0.0071], [-5.3639, -0.1030, 0.4359], [-3.1738, 0.4038, 0.0185], [0.3801, 3.1881, 0.5602], [-1.2673, 0.8200, -0.1290], [0.1115, -1.0834, -0.0220], [1.4993, -0.1776, 0.4834]], "forces_ev_per_angstrom": [[-0.4, 0.6, 0.3], [0.2, -0.1, 0.0], [0.2, 0.6, 0.1], [0.0, -1.1, -1.3], [-1.8, -0.4, 0.3], [1.5, 0.4, -0.3], [-0.1, -0.2, 0.8], [0.4, 0.1, 0.1], [0.0, 0.1, 0.0], [-0.1, 0.0, 0.0]]}

***

What did the fourth record say?
{"formula": "C2H3N2O3", "method": "the ωB97M-V functional and the def2-TZVPD basis", "total_charge": 1, "e_lumo_ev": [-6.6073, -6.6038], "elements": ["C", "C", "N", "N", "O", "O", "O", "H", "H", "H"], "coordinates": [[-0.1994, 0.8955, 0.1395], [-4.2824, 0.1584, 0.2238], [0.5224, -0.1878, 0.2084], [0.2624, 2.1831, -0.0071], [-5.3639, -0.1030, 0.4359], [-3.1738, 0.4038, 0.0185], [0.3801, 3.1881, 0.5602], [-1.2673, 0.8200, -0.1290], [0.1115, -1.0834, -0.0220], [1.4993, -0.1776, 0.4834]], "forces_ev_per_angstrom": [[-0.4, 0.6, 0.3], [0.2, -0.1, 0.0], [0.2, 0.6, 0.1], [0.0, -1.1, -1.3], [-1.8, -0.4, 0.3], [1.5, 0.4, -0.3], [-0.1, -0.2, 0.8], [0.4, 0.1, 0.1], [0.0, 0.1, 0.0], [-0.1, 0.0, 0.0]]}